1.
Molecular formula: C31H60ClIO15S6
Method: DFT, wB97M-V/def2-TZVPD

The geometry in ORCA input format:
```
! wB97M-V def2-TZVPD RIJCOSX def2/J DEFGRID3
* xyz 0 1
H -0.49 3.83 4.45
H 0.41 -6.18 -3.79
C -7.05 1.97 0.96
H 1.62 0.04 -8.20
C 2.11 0.05 -4.87
O -1.26 -0.53 2.71
O -2.96 -2.25 3.84
H 6.43 0.50 6.59
H 2.10 -5.30 -5.58
C -1.55 1.95 4.74
C -7.11 2.62 2.33
C -5.98 0.20 2.31
H 3.12 -3.01 5.31
C 2.05 -4.82 4.86
H -6.25 -0.64 2.94
H -2.91 2.61 -10.19
H -6.76 -0.10 0.30
H -1.59 4.66 -12.03
H 2.99 -0.35 -4.37
O 3.66 -4.32 -1.66
H 2.64 -1.79 3.52
O -4.64 2.30 3.16
O 0.43 -1.83 -5.63
H -3.47 2.18 6.90
C 2.23 -5.19 -4.50
S -5.94 1.69 3.31
H -0.10 2.27 -11.30
H -2.43 2.35 -11.86
H -0.80 1.63 -9.78
H 4.49 -1.51 9.19
H -4.98 0.05 1.90
H -8.10 2.49 2.79
O 3.94 1.50 6.14
C 5.66 0.21 8.63
S 4.07 0.13 6.55
H -7.91 2.25 0.34
O 2.73 -1.76 -6.68
O 3.70 -0.97 5.68
H 0.61 2.48 4.71
C -1.52 4.98 -9.89
O -0.56 -2.91 3.13
H 1.42 2.27 -7.35
H -1.24 2.42 2.21
I 0.69 -1.52 0.61
H -4.49 2.87 5.64
S -0.12 3.91 -9.59
S 1.57 -1.09 -6.13
H 5.62 1.29 8.76
H 2.85 -6.03 -4.15
C -0.33 2.76 4.21
O -2.50 2.90 5.22
H -0.03 -0.04 -7.54
C 2.89 -3.87 -4.14
H -1.18 6.00 -10.02
H -8.00 0.12 1.54
H -3.82 1.24 5.37
H 1.84 2.24 1.98
H -0.02 3.68 2.28
C -0.77 2.48 -10.46
C -7.01 0.46 1.21
Cl 1.05 -5.47 6.26
H -2.06 1.41 3.91
C 1.83 -2.53 3.63
H 3.96 -3.85 -4.33
C 2.10 -3.26 5.00
C 2.39 1.34 -5.64
H 2.12 0.07 2.67
C 0.87 1.73 2.10
H 4.11 -0.08 10.14
C 0.88 -5.20 -3.76
C 1.14 -4.74 -2.32
C 0.15 -0.74 2.57
C 4.36 -0.43 9.14
S -1.95 -2.04 2.79
H 1.44 -2.89 5.80
H 3.06 -5.22 5.03
C 5.74 -0.13 7.14
H 0.57 1.42 1.07
O 1.01 4.42 -10.33
H 2.47 2.20 -4.96
C -2.18 4.40 -11.14
H -6.84 3.67 2.33
H 6.53 -0.16 9.17
H -1.29 1.18 5.49
H -6.14 2.28 0.44
C 1.22 1.50 -6.62
H 3.33 1.26 -6.19
H 1.64 -5.18 3.90
H 2.00 -3.29 2.84
C -2.17 2.88 -10.94
S 2.59 -3.68 -2.39
O -0.04 3.62 -8.18
C -0.26 2.66 2.65
C 1.01 0.14 -7.30
H 1.11 0.58 4.02
O -6.52 1.41 4.61
H 0.15 -1.76 4.63
C -3.61 2.23 5.80
H 5.98 -1.18 6.99
H -2.18 4.91 -9.03
H 2.77 0.86 8.39
O 2.19 -2.32 -2.12
H -3.19 4.78 -11.28
C 3.26 -0.08 8.13
O -2.52 -2.54 1.52
C 0.41 -1.92 3.56
H 0.32 1.78 -6.08
H 2.52 -0.88 8.06
C 1.11 0.43 2.93
H 2.40 -3.04 -4.65
H 1.30 0.18 -4.16
H 0.30 -4.18 -1.92
H 1.38 -5.58 -1.67
H 0.20 -4.50 -4.25
*
```

Summary:
- E (eV) = -149463.1321
- SMILES = COCCCCC[C@]1(I)OS(=O)(=O)O[C@H]1CCCCl.O=S1(=O)CCCC1.O=S1(=O)CCCC1.O=S1(=O)CCCC1.O=S1(=O)CCCC1.O=S1(=O)CCCC1

2.
Molecular formula: C6H17N7
Method: DFT, wB97M-V/def2-TZVPD

The geometry in ORCA input format:
```
! wB97M-V def2-TZVPD RIJCOSX def2/J DEFGRID3
* xyz 2 1
C 0.02 2.27 -0.10
H -2.65 -1.39 1.15
H 6.07 0.13 0.22
H 1.76 3.22 0.19
H -5.95 -1.40 -0.44
H 3.63 0.04 -1.27
C -1.69 0.16 0.09
N 0.51 0.97 -0.03
H -6.08 -0.08 0.52
H 0.20 -2.19 0.26
C 5.52 -0.80 0.04
H 1.41 -1.20 -0.28
N -1.35 2.51 -0.08
H 3.79 -0.98 1.33
N 3.21 -0.19 -0.38
H -3.22 1.67 0.19
H -4.53 -0.59 0.31
H -2.90 -1.55 -0.45
C -2.09 1.47 0.11
N -5.55 -0.59 -0.15
H -5.55 -0.12 -1.12
H 1.56 0.79 0.14
N 0.74 3.31 -0.02
C 4.11 -0.69 0.36
N 0.33 -1.31 -0.12
H 0.27 4.11 -0.41
H 5.68 -0.87 -1.05
C -0.32 -0.14 0.00
H 6.05 -1.60 0.53
N -2.79 -0.83 0.23
*
```

Summary:
- E (eV) = -16913.0265
- ΔE to the lowest compared entry with this formula, charge and spin (eV) = 0.090

3.
Molecular formula: C17H12N4O
Method: DFT, wB97M-V/def2-TZVPD

The geometry in ORCA input format:
```
! wB97M-V def2-TZVPD RIJCOSX def2/J DEFGRID3
* xyz 0 1
C -1.86 1.72 -1.64
C -1.99 0.75 -3.87
N -3.50 1.64 -4.65
H 3.95 -1.22 2.57
C -2.35 1.74 -2.95
C 0.41 -0.03 0.48
C 2.96 -1.71 2.71
C -1.12 -0.24 -3.53
H -0.43 -1.43 2.58
C -0.73 0.82 -1.42
C 0.67 -2.89 3.72
C 0.52 -1.80 2.86
H -4.23 1.70 -5.38
H 4.11 -3.01 4.13
C -3.25 2.41 -3.51
C 0.09 1.08 -0.26
H 0.06 -1.05 0.21
N 2.01 1.09 1.99
C -0.32 -0.18 -2.36
H -0.12 -3.46 4.18
C 1.89 -3.37 4.04
O 1.86 3.36 1.73
H -3.88 3.18 -3.05
H 1.87 -4.28 4.57
N -2.71 0.69 -4.97
C 3.10 -2.75 3.64
C 1.65 -1.17 2.42
H -2.24 2.35 -0.84
C 1.49 2.27 1.31
C 1.43 0.01 1.62
H -0.86 -0.90 -4.29
H 0.40 3.14 -0.18
H 0.62 -0.68 -2.20
N 0.47 2.24 0.33
*
```

Summary:
- E (eV) = -25828.0308
- ΔE to the lowest compared entry with this formula, charge and spin (eV) = 3.274

4.
Molecular formula: C5H14BClHfIrN
Method: DFT, wB97M-V/def2-TZVPD

The geometry in ORCA input format:
```
! wB97M-V def2-TZVPD RIJCOSX def2/J DEFGRID3
* xyz 0 5
H 0.70 -1.15 -2.53
H -2.83 1.84 1.67
H 5.18 0.58 0.80
H 1.17 0.52 -2.89
C -3.04 0.75 1.69
C -0.86 -1.62 0.16
C 1.21 -0.26 -2.12
H -2.97 1.68 -1.53
H -4.22 0.38 -1.27
Ir -2.11 -0.10 0.12
H -4.13 0.56 1.60
H -0.91 -2.21 1.10
Cl 0.21 2.66 -0.32
Hf 0.36 0.31 -0.22
H -1.02 -2.35 -0.69
H 4.80 -0.09 2.67
C 3.15 -0.18 1.26
N 1.99 -0.07 1.07
B 4.64 -0.28 1.48
H -2.81 0.08 -2.37
H -2.64 0.29 2.60
C -3.15 0.59 -1.45
H 5.00 -1.40 1.14
H 2.27 -0.54 -1.96
*
```

Summary:
- E (eV) = -24241.1326
- ΔE to the lowest compared entry with this formula, charge and spin (eV) = 0.000

5.
Molecular formula: CH10O3S2
Method: DFT, wB97M-V/def2-TZVPD

The geometry in ORCA input format:
```
! wB97M-V def2-TZVPD RIJCOSX def2/J DEFGRID3
* xyz 0 1
H -3.52 -3.12 -5.27
H 0.53 -2.93 1.39
H -3.95 -3.81 -3.98
O 0.79 -2.42 2.17
H 0.98 -0.89 -0.48
O -1.65 0.76 5.82
H 0.22 -1.65 2.10
C 0.17 -0.29 -0.85
O -4.13 -3.03 -4.53
H -0.36 -0.82 -1.64
S 2.25 1.74 -0.22
H -0.60 -0.09 -0.11
H 1.67 2.83 0.31
H -0.84 0.49 6.26
S 0.81 1.23 -1.60
H -1.84 0.07 5.17
*
```

Summary:
- E (eV) = -29011.8542
- ΔE to the lowest compared entry with this formula, charge and spin (eV) = 0.649
- SMILES = CSS.O.O.O

6.
Molecular formula: C20H23CsI2N6O3S3
Method: DFT, wB97M-V/def2-TZVPD

The geometry in ORCA input format:
```
! wB97M-V def2-TZVPD RIJCOSX def2/J DEFGRID3
* xyz -2 1
C -0.88 -4.60 -0.47
H -1.34 2.99 5.02
H 1.17 -3.48 1.79
N 0.57 -1.70 -4.73
C 2.61 -0.90 -0.31
C -1.03 3.02 0.87
C 2.10 -0.86 -1.59
H -0.74 3.35 -0.11
H 2.04 -1.79 -2.15
C -2.01 1.85 2.33
H -0.65 -3.41 3.11
H 2.94 -1.84 0.06
O 1.21 -2.11 3.16
H 0.14 -1.22 -5.49
Cs -0.72 -0.78 0.67
H -0.96 -2.57 -3.74
S 1.78 -4.36 -0.89
I -5.79 -3.36 -0.96
C -2.05 -4.46 0.26
C -0.46 3.65 -3.67
H 0.71 -1.02 -3.99
H 0.37 -3.54 -3.94
H -1.04 3.59 -4.59
C 1.06 2.58 -2.09
H -3.02 -4.83 -0.09
C 2.18 1.44 -0.27
N -0.21 -2.84 -4.42
C -0.74 2.32 4.43
H -2.64 1.18 2.86
C 2.72 0.31 0.31
H -0.66 5.77 -3.48
N 1.68 0.21 -2.22
C 1.40 3.85 -1.65
C -0.36 3.25 2.08
H -1.04 1.27 4.62
C 0.36 -4.26 0.08
C -0.15 4.92 -3.10
N 0.33 -3.84 1.36
O 1.28 0.31 2.93
C 1.74 1.36 -1.54
H -2.92 -3.85 2.20
H 2.06 2.28 0.31
H -0.82 -4.93 -1.49
I -3.60 -1.82 -2.68
C -2.03 -3.99 1.61
H 0.49 3.80 2.38
N -1.01 2.47 3.00
S 1.21 -0.68 5.65
H 2.15 4.03 -0.88
C -0.80 -3.71 2.11
H 3.17 0.41 1.33
S 0.73 -0.85 3.70
H 1.04 6.01 -1.75
H 0.32 2.47 4.63
C 0.14 2.55 -3.09
O -0.74 -0.82 3.57
C 0.80 5.00 -2.11
N -2.07 2.18 1.04
*
```

Summary:
- E (eV) = -85453.3292
- ΔE to the lowest compared entry with this formula, charge and spin (eV) = 1.077

7.
Molecular formula: C17H15N4O4PbS
Method: DFT, wB97M-V/def2-TZVPD

The geometry in ORCA input format:
```
! wB97M-V def2-TZVPD RIJCOSX def2/J DEFGRID3
* xyz 1 1
O -0.72 -2.38 3.48
H 5.45 -2.44 0.59
O -0.51 -2.24 -3.58
C -1.88 -4.28 -0.21
H 3.46 1.67 -1.11
Pb 0.49 0.34 0.01
C -1.55 -3.73 1.02
H -2.47 -5.18 -0.27
C -2.70 4.85 -0.12
O -0.01 -0.70 2.28
H -1.06 -3.28 3.46
S -2.06 0.50 -0.53
C -0.48 -1.82 2.32
O 0.52 -0.73 -2.31
C 3.69 -1.30 0.16
C -2.25 2.25 -0.35
N -0.37 -1.96 -0.05
H -0.19 -1.68 -4.31
C -3.09 3.96 0.88
C -1.45 -3.63 -1.37
C 5.06 -1.51 0.21
H -4.47 3.63 2.46
C -0.80 -2.56 1.07
H 6.97 -0.62 -0.22
C -2.05 4.31 -1.22
H -4.29 5.34 1.98
H -3.02 4.55 2.91
H -2.90 5.90 -0.04
H 5.95 1.47 -1.08
C 3.95 0.78 -0.73
H -1.71 -4.01 -2.35
N 3.14 -0.18 -0.30
C 5.33 0.67 -0.72
C 5.90 -0.50 -0.24
N -1.81 3.01 -1.34
H 2.99 -2.06 0.50
C -0.17 -1.73 -2.42
H -1.70 4.93 -2.03
N -2.84 2.66 0.75
C -0.68 -2.48 -1.24
H -1.91 -4.22 1.92
C -3.77 4.40 2.13
*
```

Summary:
- E (eV) = -48101.8335

8.
Molecular formula: C26H50F6N5O6
Method: DFT, wB97M-V/def2-TZVPD

The geometry in ORCA input format:
```
! wB97M-V def2-TZVPD RIJCOSX def2/J DEFGRID3
* xyz 0 2
H -6.76 2.54 2.00
H 9.24 -2.14 -1.67
N -5.64 0.86 2.55
F -1.23 0.75 -1.49
H 6.50 -1.50 -4.11
H 6.15 -1.33 -2.38
H -3.10 -4.81 -4.95
H -8.03 -2.04 2.09
O -0.06 0.70 1.41
C -1.33 0.46 0.88
H 4.31 1.71 -2.92
C 4.06 1.93 -0.76
F -0.34 -1.01 -0.66
H 2.46 3.27 -0.43
H 3.00 0.89 2.82
H 1.08 3.63 1.52
H 9.06 0.92 -2.92
H -6.77 0.22 0.91
O -9.13 0.44 1.62
H -5.00 0.10 0.70
H -11.12 -2.29 4.15
H -6.36 2.44 3.72
C 2.96 2.55 1.51
H -0.09 -2.68 -4.50
H 3.69 3.32 -2.38
H -1.12 -2.12 -2.67
H -2.83 -1.72 -2.91
H -4.08 -3.65 -4.03
O 7.07 1.06 -3.34
H -11.05 -3.18 2.61
H 4.03 3.87 0.08
H -1.79 -0.29 1.52
H -8.69 -2.83 3.54
H 9.59 -2.32 -3.40
H -7.61 1.39 3.04
C 5.01 -0.64 1.18
O 4.01 -0.29 -1.33
C -0.96 -3.17 -4.98
H 6.07 1.06 -0.81
F 4.82 3.79 2.31
C 6.90 -1.66 -3.10
C 8.08 0.43 -3.07
H 1.97 -0.73 2.01
H 3.02 -1.94 1.29
N 3.56 0.56 -0.50
H -12.02 -1.70 2.73
C -2.10 -2.52 -2.91
C -8.62 -1.89 3.00
H -5.84 -1.06 1.74
C 9.35 -1.60 -2.61
C 3.51 3.61 2.47
C -1.31 -0.14 -0.51
C 0.65 1.73 0.70
F 3.36 3.22 3.73
C -4.53 0.72 3.29
H 1.15 2.35 2.67
H 7.09 -2.72 -2.95
H 2.67 1.89 -2.37
H 4.97 -0.93 2.23
H 5.93 2.55 0.19
N -9.94 -1.41 2.66
H 1.90 -0.98 0.30
C 3.38 3.00 0.08
C -6.65 1.87 2.85
O -3.66 -0.10 3.08
F -2.47 -0.79 -0.69
H 1.25 1.28 -0.08
C 3.68 2.25 -2.23
C 3.57 1.21 1.97
H -2.37 -3.27 -2.17
H 4.56 1.41 2.35
H -8.10 -1.16 3.62
F 2.97 4.79 2.30
H -1.98 1.33 0.94
C -3.28 -3.75 -4.75
H 5.92 2.62 -1.55
H -3.56 -3.27 -5.69
C 5.60 2.03 -0.70
H 5.09 -1.56 0.61
O -0.88 -3.68 -6.09
C 2.57 -0.97 1.14
H -0.09 2.35 0.20
H 10.18 -0.90 -2.51
C -5.83 -0.02 1.41
C 3.71 0.10 0.91
N -2.07 -3.14 -4.23
H -11.11 0.02 1.77
H 5.90 -0.03 1.06
N 8.13 -0.90 -2.93
C 1.44 2.62 1.66
H -4.48 1.44 4.13
C -11.10 -2.19 3.06
C -10.06 -0.26 1.98
*
```

Summary:
- E (eV) = -63812.2000

> Which formula does entry 4 have?

C5H14BClHfIrN